Record 1
C28H23EuN7O4 as an isolated structure at a distorted geometry. Source: the Open Molecules 2025 dataset; level of theory: ωB97M-V with the def2-TZVPD basis set.

Results
Largest force on an atom: 1.458 eV/Å
Electronic energy: -2475.4431 a.u.
Spin multiplicity: 8
Net charge: 0
Energy above the lowest of the compared OMol25 structures with the same formula, charge and spin: 0.0 kJ/mol
LUMO level (alpha / beta): -0.0123 / -0.0113 Ha

Geometry (Å):
Eu1 0.20491 0.17574 -0.11262
O1 -2.75055 -2.80033 1.39133
C1 -2.04210 -2.03557 0.75800
N1 -1.59150 -0.79919 1.09917
C2 -1.79622 -0.33464 2.36722
O2 -2.28349 -0.91361 3.32158
C3 -1.32130 1.09736 2.54532
C4 -1.35712 1.63482 3.82741
C5 -0.99658 2.95346 4.02193
C6 -0.62966 3.70452 2.91375
C7 -0.61298 3.08958 1.67725
N2 -0.93076 1.81026 1.47457
C8 -1.60038 -2.46422 -0.63006
C9 -1.74878 -3.81567 -0.93958
C10 -1.44919 -4.27146 -2.20598
C11 -1.03151 -3.33792 -3.14689
C12 -0.89577 -2.02318 -2.74946
N3 -1.14037 -1.56506 -1.51885
H1 -1.67917 0.98858 4.63131
H2 -1.00997 3.39032 5.01227
H3 -0.35479 4.74662 3.00266
H4 -0.31395 3.65151 0.79921
H5 -2.11792 -4.46095 -0.15460
H6 -1.55714 -5.31710 -2.46450
H7 -0.82135 -3.62281 -4.16881
H8 -0.56274 -1.29191 -3.47260
O3 1.83870 1.42244 0.77614
C13 2.34033 2.59000 0.56297
C14 2.74358 3.43277 1.63104
C15 3.33550 4.65580 1.41175
C16 3.57150 5.12270 0.11795
C17 3.18587 4.33352 -0.94626
C18 2.57052 3.09254 -0.75201
C19 2.20360 2.28669 -1.90993
N4 1.15118 1.49098 -2.05574
C20 1.24635 0.96648 -3.32656
C21 2.34958 1.44182 -3.95784
N5 2.95388 2.26973 -3.04420
H9 2.56113 3.07777 2.63831
H10 3.62409 5.26754 2.25929
H11 4.03574 6.08522 -0.05007
H12 3.32713 4.69676 -1.95975
H13 0.49540 0.30932 -3.72154
H14 2.76412 1.25327 -4.93259
H15 3.81246 2.77309 -3.17598
O4 1.65203 -1.34282 -1.10211
N6 2.64582 -2.12759 -0.94435
C22 2.44025 -3.45855 -0.83933
C23 3.50062 -4.32080 -0.70315
C24 4.80170 -3.83172 -0.65539
C25 4.98071 -2.45477 -0.73699
C26 3.89684 -1.62328 -0.87845
H16 1.40388 -3.76292 -0.88514
H17 3.31190 -5.38333 -0.63757
H18 5.64469 -4.50143 -0.57043
H19 5.97169 -2.02567 -0.69086
H20 3.94586 -0.54554 -0.93796
C27 3.10946 -2.67931 2.73106
C28 2.07142 -1.88458 2.10472
N7 1.25102 -1.24082 1.62905
H21 3.12626 -2.49446 3.80375
H22 4.07870 -2.42108 2.30489
H23 2.91013 -3.73493 2.55130

Cartesian forces (eV/Å) of the 6 atoms listed first:
-0.75 0.68 -0.82
0.08 -0.23 -0.19
-0.11 0.59 0.53
-1.01 -0.54 0.45
-0.18 -0.37 -0.30
0.13 0.17 0.15


Record 2
One molecule with the formula C22H26N2O4. Source: the Open Molecules 2025 dataset; level of theory: ωB97M-V with the def2-TZVPD basis set.

Results
Structure (SMILES): CCOc1ccc(C(=O)NCC(=O)N2CCc3ccccc3C2)cc1OCC
Largest force on an atom: 0.719 eV/Å
Electronic energy: -1264.4311 a.u.
Net charge: 0
Energy above the lowest of the compared OMol25 structures with the same formula, charge and spin: 178.2 kJ/mol
LUMO level: 0.0228 Ha

Geometry (Å):
C1 -5.40303 -1.09044 -2.41935
C2 -6.07623 -0.34837 -1.27030
H1 -6.17927 -1.00142 -0.40051
H2 -7.06809 -0.00399 -1.57764
O1 -5.40210 0.85160 -0.93103
C3 -4.15530 0.85983 -0.39372
C4 -3.50358 2.08784 -0.49826
C5 -2.24004 2.29982 0.01180
C6 -1.57964 1.25751 0.64954
C7 -2.22910 0.03256 0.78507
C8 -3.50272 -0.19083 0.28763
O2 -4.16070 -1.37996 0.43232
C9 -3.51160 -2.45618 1.08175
C10 -4.46862 -3.63827 1.06498
H3 -4.71767 -3.90295 0.04061
H4 -4.00649 -4.49209 1.55165
H5 -5.38516 -3.38291 1.58995
H6 -2.58260 -2.71171 0.55383
H7 -3.26567 -2.18049 2.11550
H8 -1.69824 -0.74114 1.31607
C11 -0.22508 1.36574 1.24812
O3 0.16487 0.61293 2.12724
N1 0.57202 2.33026 0.72954
H9 0.23354 2.91357 -0.01754
C12 1.88597 2.62772 1.24742
C13 2.99166 2.46518 0.20100
O4 3.64056 3.43258 -0.16058
N2 3.20745 1.23906 -0.31078
C14 2.49605 0.03011 0.06419
C15 3.39517 -1.17165 0.01913
C16 3.39235 -2.13905 1.01024
C17 4.22400 -3.24091 0.89882
C18 5.06144 -3.37230 -0.19613
C19 5.07184 -2.40227 -1.18467
C20 4.23463 -1.30423 -1.08337
C21 4.18730 -0.18375 -2.07558
C22 4.26026 1.13536 -1.31352
H10 5.23379 1.21724 -0.81447
H11 4.16577 1.99119 -1.98902
H12 3.25162 -0.22835 -2.64126
H13 5.01544 -0.24315 -2.78183
H14 5.72921 -2.49986 -2.03669
H15 5.71266 -4.22989 -0.27794
H16 4.22270 -3.99584 1.67083
H17 2.73968 -2.02946 1.86389
H18 2.07023 0.13010 1.06209
H19 1.66115 -0.12861 -0.63840
H20 1.92896 3.67051 1.58064
H21 2.05689 1.97519 2.10789
H22 -1.80140 3.28249 -0.07224
H23 -4.03658 2.88243 -0.99640
H24 -6.01895 -1.93390 -2.71866
H25 -5.27516 -0.42524 -3.27043
H26 -4.42754 -1.45972 -2.11429

Cartesian forces (eV/Å) of the 6 atoms listed first:
-0.06 0.33 0.31
-0.32 -0.57 -0.30
-0.06 0.17 -0.14
0.12 -0.08 0.06
0.23 0.19 0.28
0.15 0.15 0.01


Record 3
C27H22F5HgP2 as an isolated structure at a distorted geometry. Source: the Open Molecules 2025 dataset; level of theory: ωB97M-V with the def2-TZVPD basis set.

Results
Largest force on an atom: 2.126 eV/Å
Electronic energy: -2377.4681 a.u.
Spin multiplicity: 2
Net charge: 0
Energy above the lowest of the compared OMol25 structures with the same formula, charge and spin: 0.0 kJ/mol
LUMO level (alpha / beta): 0.0141 / -0.0357 Ha

Geometry (Å):
Hg1 1.67387 -3.20907 0.89668
F1 1.03720 -5.38235 3.04807
C1 0.92016 -5.31355 1.68226
F2 1.66075 -6.31916 1.15545
C2 -0.53638 -5.63903 1.40115
F3 -1.30011 -4.65713 1.93000
F4 -0.74368 -5.70606 0.10230
F5 -0.93743 -6.79203 1.94152
C3 -1.19397 0.13840 1.00047
P1 -0.09904 -1.05932 0.07527
C4 -1.31975 -2.11473 -0.68134
C5 -1.13589 -2.65730 -1.96319
C6 -2.18982 -3.28142 -2.61242
C7 -3.35482 -3.54270 -1.94416
C8 -3.51304 -3.13297 -0.64055
C9 -2.48596 -2.43977 0.00787
C10 0.66755 -0.12884 -1.28801
C11 2.06353 -0.06654 -1.48203
C12 2.57211 0.78536 -2.47258
C13 1.69112 1.50598 -3.26817
C14 0.31350 1.41385 -3.14769
C15 -0.18305 0.57971 -2.14653
P2 -0.57162 1.63172 1.99791
C16 -0.93029 3.18057 1.10429
C17 -1.51438 3.26060 -0.16771
C18 -1.69353 4.48267 -0.79258
C19 -1.35972 5.65920 -0.15546
C20 -0.86840 5.63580 1.13307
C21 -0.69415 4.40285 1.76562
C22 1.16980 1.57680 1.89111
C23 1.76184 0.48557 2.57616
C24 3.11968 0.27034 2.51226
C25 3.93539 1.23206 1.87141
C26 3.37450 2.35643 1.32007
C27 2.00487 2.55137 1.32743
H1 -1.72774 -0.44483 1.75354
H2 -1.98998 0.49136 0.33370
H3 -0.17137 -2.57132 -2.46252
H4 -2.10818 -3.63282 -3.61975
H5 -4.14104 -4.05458 -2.51229
H6 -4.46232 -3.32303 -0.09482
H7 -2.57654 -2.19533 1.04394
H8 2.72752 -0.53928 -0.77079
H9 3.63822 0.87451 -2.61164
H10 2.07679 2.11312 -4.06680
H11 -0.36437 1.97217 -3.75046
H12 -1.25632 0.44354 -2.06755
H13 -1.72915 2.36032 -0.70124
H14 -2.15101 4.46290 -1.77695
H15 -1.45689 6.59997 -0.67653
H16 -0.59754 6.56090 1.62475
H17 -0.27859 4.39730 2.78873
H18 1.12336 -0.20466 3.14999
H19 3.54562 -0.59305 3.01581
H20 4.98579 1.07096 1.76675
H21 3.98499 3.06665 0.77861
H22 1.58791 3.43790 0.87757

Cartesian forces (eV/Å) of the 6 atoms listed first:
-0.04 -0.32 0.09
0.28 0.08 -0.15
-0.02 0.15 0.38
0.19 -0.06 0.00
0.21 0.44 0.61
-0.13 -0.11 -0.18


Record 4
C31H46BF4MnN7O4P as an isolated structure. Source: the Open Molecules 2025 dataset; level of theory: ωB97M-V with the def2-TZVPD basis set.

Results
Largest force on an atom: 0.255 eV/Å
Electronic energy: -3810.3102 a.u.
Spin multiplicity: 6
Net charge: -1
Energy above the lowest of the compared OMol25 structures with the same formula, charge and spin: 0.0 kJ/mol
LUMO level (alpha / beta): 0.0848 / 0.0839 Ha

Geometry (Å):
Mn1 -0.68589 -0.02096 1.41954
N1 1.82170 0.67099 2.92485
C1 2.04232 1.95813 2.49790
C2 3.29761 2.50976 2.36698
C3 3.46524 3.83342 1.92315
C4 2.38850 4.62720 1.64572
C5 1.08324 4.09646 1.77815
C6 -0.08516 4.86533 1.55692
C7 -1.31066 4.30555 1.74551
C8 -1.38483 2.93723 2.07876
N2 -0.33028 2.16980 2.22194
C9 0.90654 2.75158 2.15006
H1 2.62034 0.18365 3.29658
H2 0.95890 0.50988 3.44050
H3 4.16595 1.91470 2.62501
H4 4.46870 4.22936 1.82689
H5 2.51183 5.65741 1.33632
H6 0.01611 5.89878 1.24606
H7 -2.22939 4.85064 1.58575
H8 -2.35373 2.46864 2.17663
O1 0.96603 -4.05562 5.75007
C10 1.36258 -4.43260 4.54880
O2 1.98748 -5.45372 4.36141
C11 1.00049 -3.53943 3.41897
C12 1.30164 -3.78677 2.08900
N3 0.80239 -2.76536 1.37795
N4 0.21006 -1.87633 2.16034
C13 0.31161 -2.30564 3.39949
C14 -0.30265 -1.40212 4.44182
O3 -0.30803 -1.81077 5.62108
O4 -0.74522 -0.31697 3.99114
H9 0.45024 -3.17685 5.73410
H10 1.82963 -4.61066 1.64128
H11 0.84296 -2.47841 0.39893
F1 -2.47834 1.64293 0.01387
B1 -3.41633 2.57801 -0.57495
F2 -4.30316 1.79819 -1.34199
F3 -2.72984 3.48117 -1.37132
F4 -4.08324 3.22658 0.46285
C15 3.22666 -1.17391 -0.72525
C16 2.37971 -1.23161 -2.01201
C17 3.27692 -0.86912 -3.20076
C18 1.95688 -2.69764 -2.19921
P1 0.81582 -0.16169 -1.72275
N5 0.26226 -0.42022 -0.30764
C19 1.34877 1.63479 -2.01314
C20 2.61552 1.88704 -1.18291
C21 1.62007 2.05994 -3.45992
C22 0.27306 2.55905 -1.42842
C23 -0.45523 -0.61764 -3.06541
C24 -1.16742 -1.90566 -2.61984
C25 0.05589 -0.79647 -4.49829
C26 -1.53816 0.47161 -3.07790
H12 3.85745 -2.06623 -0.66566
H13 2.59407 -1.12373 0.16215
H14 3.88627 -0.30920 -0.70872
H15 4.08713 -1.60393 -3.26531
H16 3.74048 0.10903 -3.08550
H17 2.74551 -0.88481 -4.15122
H18 2.84278 -3.33345 -2.11285
H19 1.51945 -2.88232 -3.17788
H20 1.23301 -3.02689 -1.45430
H21 3.51237 1.46923 -1.63921
H22 2.51171 1.48555 -0.17515
H23 2.76585 2.96679 -1.09372
H24 2.35409 1.43199 -3.96457
H25 2.01467 3.08145 -3.44774
H26 0.71245 2.07760 -4.06087
H27 0.01163 2.26049 -0.41505
H28 -0.64488 2.59103 -2.00368
H29 0.67509 3.57677 -1.39278
H30 -0.56503 -2.79946 -2.76570
H31 -2.07689 -2.02484 -3.21748
H32 -1.44402 -1.84250 -1.56725
H33 0.71781 -1.65400 -4.60732
H34 0.57536 0.08544 -4.87158
H35 -0.80439 -0.96996 -5.15360
H36 -1.87310 0.72080 -2.07246
H37 -2.40178 0.10358 -3.63967
H38 -1.20843 1.38971 -3.55954
C27 -5.23326 -1.58494 -1.37754
C28 -4.39731 -1.67404 -0.14701
C29 -4.44036 -2.50162 0.95763
C30 -3.39225 -2.07537 1.79150
N6 -2.74534 -1.05421 1.22952
N7 -3.37014 -0.84420 0.05322
C31 -3.03558 -2.63175 3.12828
H39 -6.20222 -2.05206 -1.21078
H40 -4.74839 -2.09315 -2.21344
H41 -5.38309 -0.54182 -1.65686
H42 -5.14145 -3.29566 1.15115
H43 -3.13809 -0.00906 -0.47065
H44 -3.86834 -3.21935 3.51314
H45 -2.81340 -1.83554 3.83605
H46 -2.16554 -3.28705 3.06988

Cartesian forces (eV/Å) of the 6 atoms listed first:
0.02 -0.07 0.04
0.00 0.01 0.00
0.01 0.00 0.00
0.00 0.01 -0.01
0.00 0.00 0.00
0.00 0.00 0.00


Record 5
An isolated ion of composition C4H7N4 and charge +1 at a distorted geometry. Source: the Open Molecules 2025 dataset; level of theory: ωB97M-V with the def2-TZVPD basis set.

Results
Largest force on an atom: 9.555 eV/Å
Electronic energy: -375.1278 a.u.
Spin multiplicity: 3
Net charge: +1
Energy above the lowest of the compared OMol25 structures with the same formula, charge and spin: 278.2 kJ/mol
LUMO level (alpha / beta): -0.1339 / -0.2950 Ha

Geometry (Å):
C1 1.73592 -0.27741 -0.48884
C2 -1.91674 0.04651 -0.45170
C3 1.17203 1.06343 -0.18080
C4 -0.10595 0.73673 0.60574
N1 1.09430 -1.27715 -0.05452
N2 -1.29945 1.07328 -0.05357
N3 -1.33989 -1.15346 -0.16684
N4 -0.05720 -0.85044 0.61688
H1 2.65034 -0.43185 -1.03747
H2 -2.84684 0.08635 -0.98950
H3 1.87852 1.67025 0.38347
H4 0.94020 1.60441 -1.10317
H5 -0.08954 1.11945 1.62921
H6 -1.68146 -2.09612 -0.23846
H7 -0.13423 -1.31397 1.52957

Cartesian forces (eV/Å) of the 6 atoms listed first:
0.83 1.25 -1.20
-1.53 -3.70 -1.15
-0.01 0.47 -0.18
0.84 -1.34 0.46
-1.36 -1.58 2.08
1.05 2.14 0.72